Below is a gas-phase ion, C2H4N7 (charge +1) at a distorted geometry, with properties calculated with ωB97M-V with the def2-TZVPD basis set.

The geometry in ORCA input format:
```
! wB97M-V def2-TZVPD RIJCOSX def2/J DEFGRID3
* xyz 1 1
N -3.2538 -1.5339 -0.0017
N -2.4233 -0.7854 0.0093
C -1.4791 0.0738 0.0158
N -1.5272 1.4034 0.0069
N -0.3683 1.9098 -0.0089
C 0.5927 0.9474 -0.0140
N 1.8818 1.1876 0.0088
N 0.0257 -0.2831 -0.0102
N 0.6767 -1.4660 -0.0156
H 2.1907 2.1479 -0.0089
H 2.5570 0.4360 -0.0319
H 0.4815 -2.0642 -0.8133
H 0.6456 -1.9734 0.8638
*
```

The LUMO energy (alpha / beta) is -5.73 / -5.73 eV. For the total energy, the calculation gives -12559.122 eV. The frontier orbital gap (alpha / beta) comes out at 0.308 / 0.308 Ha. Its highest occupied orbital energy (alpha / beta) is -0.51832 / -0.51832 Ha. For the energy above the lowest of the compared OMol25 structures with the same formula, charge and spin, the calculation gives 219.1 kJ/mol.



Below is a molecular structure, CH7MnO10P at a distorted geometry, with properties calculated with ωB97M-V with the def2-TZVPD basis set.

The geometry in ORCA input format:
```
! wB97M-V def2-TZVPD RIJCOSX def2/J DEFGRID3
* xyz -2 6
O 3.7090 7.5754 -14.7330
H 2.8641 7.2193 -14.4484
H 3.7616 7.5445 -15.6911
H 3.5838 8.5006 -14.5098
Mn 3.2658 10.7509 -12.5715
C 2.4474 8.7791 -11.1955
O 3.6247 9.1278 -11.1768
O 1.6908 9.4878 -11.7801
O 2.0476 7.7098 -10.8570
P 2.3169 11.0417 -14.9533
O 3.3443 10.0088 -14.3903
O 0.9524 10.4344 -15.1751
O 2.9085 11.9827 -16.0291
O 2.2485 12.0016 -13.8069
O 2.9884 12.2452 -10.9747
H 3.2940 12.1535 -10.0723
H 2.3823 12.9856 -10.9487
O 5.1242 11.4810 -12.5490
H 5.6342 11.2438 -11.7746
H 5.7755 11.7826 -13.1822
*
```

The LUMO energy (alpha / beta) is 4.61 / 4.55 eV. For the total energy, the calculation gives -62235.258 eV. The frontier orbital gap (alpha / beta) comes out at 0.118 / 0.144 Ha. Its highest occupied orbital energy (alpha / beta) is 0.05087 / 0.02348 Ha. As for the expectation value of S²: 8.76. For the energy above the lowest of the compared OMol25 structures with the same formula, charge and spin, the calculation gives 289.2 kJ/mol.



Below is a molecular structure, C27H40BrCsN6O2PS, with properties calculated with ωB97M-V with the def2-TZVPD basis set.

The geometry in ORCA input format:
```
! wB97M-V def2-TZVPD RIJCOSX def2/J DEFGRID3
* xyz -1 1
Cs 0.3749 0.6021 -1.0017
N 5.8217 1.3221 6.8323
C 5.1313 1.4489 5.6156
C 3.7860 1.0988 5.5292
C 3.0966 1.2664 4.3402
C 3.7413 1.7782 3.2252
C 5.0780 2.1413 3.3056
C 5.7676 1.9804 4.4948
S 2.8458 1.9650 1.7033
O 1.4585 2.1311 2.0916
O 3.4723 3.0506 0.9850
N 2.8867 0.5840 0.9147
C 3.9884 0.1244 0.2944
N 3.7531 -0.8462 -0.6317
C 4.8061 -1.3701 -1.2300
C 6.1119 -0.9763 -0.9739
C 6.2468 0.0304 -0.0318
N 5.2259 0.5802 0.5994
H 5.4459 0.6096 7.4385
H 6.8181 1.2146 6.7229
H 3.2765 0.6974 6.3984
H 2.0467 1.0135 4.2716
H 5.5614 2.5420 2.4266
H 6.8109 2.2698 4.5613
H 4.5971 -2.1453 -1.9636
H 6.9585 -1.4180 -1.4784
H 7.2309 0.4124 0.2312
C -3.1445 5.4961 -2.3978
C -2.2599 4.2955 -2.7453
C -1.8462 4.4131 -4.2190
C -0.9460 4.3995 -1.9580
P -2.9605 2.5279 -2.4525
N -1.8834 1.4452 -2.4496
C -3.9366 2.6156 -0.7846
C -4.1691 1.1633 -0.3400
C -3.0197 3.2190 0.2884
C -5.2679 3.3713 -0.7492
C -4.2930 2.2596 -3.8211
C -5.1600 1.0630 -3.4059
C -3.5359 1.7868 -5.0718
C -5.2208 3.4176 -4.1961
H -2.6314 6.4172 -2.7004
H -3.3366 5.5762 -1.3285
H -4.1048 5.4741 -2.9126
H -1.2121 5.2988 -4.3383
H -2.6949 4.5312 -4.8911
H -1.2715 3.5375 -4.5242
H -0.4480 5.3390 -2.2224
H -0.2889 3.5708 -2.2225
H -1.0803 4.3906 -0.8797
H -3.2600 0.5850 -0.5212
H -4.9863 0.6800 -0.8707
H -4.4137 1.1486 0.7292
H -2.0470 2.7242 0.3034
H -3.4824 3.0745 1.2712
H -2.8623 4.2886 0.1623
H -6.0260 2.9075 -1.3792
H -5.1674 4.4128 -1.0533
H -5.6559 3.3672 0.2772
H -4.5319 0.2354 -3.0723
H -5.7396 0.7269 -4.2732
H -5.8717 1.3078 -2.6188
H -2.7948 1.0394 -4.7830
H -3.0210 2.5934 -5.5884
H -4.2491 1.3442 -5.7771
H -5.7827 3.8008 -3.3442
H -5.9495 3.0663 -4.9376
H -4.6839 4.2512 -4.6475
Br 1.7605 -2.1552 4.6511
C 0.2301 -1.6183 3.6738
C -1.0327 -1.8145 4.2032
C -2.1223 -1.4305 3.4410
C -1.8953 -0.8867 2.1851
N -0.6776 -0.6976 1.6871
C 0.3796 -1.0398 2.4228
H -1.1536 -2.2555 5.1835
H -3.1309 -1.5548 3.8115
H -2.7229 -0.5852 1.5528
H 1.3542 -0.8226 1.9925
*
```

The LUMO energy is 2.10 eV. For the total energy, the calculation gives -132400.046 eV. The frontier orbital gap comes out at 0.217 Ha. Its highest occupied orbital energy is -0.13996 Ha. For the energy above the lowest of the compared OMol25 structures with the same formula, charge and spin, the calculation gives 4.5 kJ/mol.



Below is C20H24N2O3 in the gas phase at a distorted geometry, with properties calculated with ωB97M-V with the def2-TZVPD basis set.

The geometry in ORCA input format:
```
! wB97M-V def2-TZVPD RIJCOSX def2/J DEFGRID3
* xyz 0 1
C -1.1174 -4.4973 5.7577
C -0.4285 -4.8609 4.4412
C -0.1222 -3.6210 3.6504
C 1.0706 -2.9349 3.8487
C 1.3433 -1.7679 3.1561
C 2.6215 -1.0165 3.3810
C 0.4114 -1.2762 2.2475
C -0.7835 -1.9492 2.0393
O -1.7821 -1.5552 1.1853
C -1.5810 -0.4501 0.3447
C -0.6762 -0.7898 -0.8469
O -0.5041 0.3969 -1.5876
C 0.2702 0.3663 -2.7120
C 0.9167 -0.7687 -3.1843
C 1.6866 -0.7073 -4.3342
C 1.8241 0.4828 -5.0290
C 1.1865 1.6166 -4.5689
C 0.4057 1.5810 -3.4144
C -0.2611 2.7725 -2.9391
N -0.1391 3.8817 -3.5488
N -0.7749 4.9639 -3.0783
C -0.6780 6.1868 -3.6959
C -1.4878 7.2489 -2.9797
O -0.0243 6.3802 -4.6876
C -1.0424 -3.1212 2.7474
H -2.0471 -3.9681 5.5623
H -0.4762 -3.8524 6.3543
H -1.3405 -5.3937 6.3318
H 0.4961 -5.4003 4.6560
H -1.0815 -5.5168 3.8627
H 1.7953 -3.3208 4.5512
H 3.3505 -1.6357 3.8971
H 2.4328 -0.1322 3.9902
H 3.0480 -0.6851 2.4361
H 0.6441 -0.3640 1.7198
H -2.5741 -0.1786 -0.0228
H -1.1677 0.4078 0.8885
H -1.1545 -1.5690 -1.4548
H 0.2892 -1.1691 -0.4856
H 0.8273 -1.7092 -2.6639
H 2.1803 -1.6018 -4.6839
H 2.4257 0.5222 -5.9238
H 1.2714 2.5596 -5.0845
H -0.8728 2.6722 -2.0349
H -1.3499 4.8723 -2.2358
H -1.3760 8.1924 -3.5049
H -1.1366 7.3649 -1.9566
H -2.5397 6.9720 -2.9615
H -1.9783 -3.6278 2.5706
*
```

The LUMO energy is 0.42 eV. For the total energy, the calculation gives -30251.369 eV. The frontier orbital gap comes out at 0.318 Ha. Its highest occupied orbital energy is -0.30247 Ha. For the energy above the lowest of the compared OMol25 structures with the same formula, charge and spin, the calculation gives 290.3 kJ/mol.



Below is 2 unconnected molecules or ions with the total composition C4H14N2O at a distorted geometry, with properties calculated with ωB97M-V with the def2-TZVPD basis set.

The geometry in ORCA input format:
```
! wB97M-V def2-TZVPD RIJCOSX def2/J DEFGRID3
* xyz 3 2
C -0.3258 0.4918 1.8156
C -0.4845 -0.7834 1.0163
C 0.5237 -0.7584 -0.1292
C 1.6267 -1.5390 -0.1689
N 0.0244 0.0121 -1.3786
N -1.3908 0.6574 2.9844
H 0.7549 0.2571 2.1860
H -0.5576 1.5334 1.4151
H -0.2585 -1.6588 1.6677
H -1.4990 -1.0087 0.8046
H 2.4764 -1.6445 -1.0210
H 2.2202 -2.1350 0.5197
H 0.9109 0.1328 -1.9134
H -0.2016 0.9259 -1.1902
H -0.5247 -0.5903 -1.8797
H -1.0720 1.3614 3.7282
H -2.3551 1.0908 2.6292
H -1.6631 -0.1788 3.3668
H 1.1280 1.7217 -3.7380
H -0.0536 1.0265 -4.5324
O 0.2774 1.2518 -3.5608
*
```

The LUMO energy (alpha / beta) is -14.08 / -18.40 eV. For the total energy, the calculation gives -9365.031 eV. The frontier orbital gap (alpha / beta) comes out at 0.292 / 0.133 Ha. Its highest occupied orbital energy (alpha / beta) is -0.80954 / -0.80899 Ha. As for the expectation value of S²: 0.75. For the energy above the lowest of the compared OMol25 structures with the same formula, charge and spin, the calculation gives 347.5 kJ/mol.